Below is a cluster of 11 separate species, C57H138N4O25P4 in total at a distorted geometry, with properties calculated with wB97M-V/def2-TZVPD.

Structure (XYZ):
```
228
Properties=species:S:1:pos:R:3:forces:R:3:lowdin_charge:R:1
C 5.435 -2.695 0.972 1.45 -0.52 -0.39 -0.085
C 5.468 -1.253 1.466 0.39 0.23 -0.66 -0.237
N 4.855 -0.299 0.564 -2.56 0.68 1.97 -0.192
C 3.461 -0.641 0.297 -1.54 0.92 0.76 -0.227
C 2.553 -0.866 1.559 1.60 -1.48 0.45 -0.059
C 5.493 0.328 -0.545 0.98 -1.47 -0.77 -0.258
C 6.921 0.854 -0.262 -1.20 0.17 -0.71 -0.063
H 6.188 -3.239 1.546 -0.39 -0.35 0.39 0.073
H 5.861 -2.796 -0.029 -0.11 0.42 -0.26 0.066
H 4.501 -3.253 0.920 -0.18 0.34 0.48 0.056
H 5.034 -1.193 2.465 -0.34 0.11 -0.08 0.107
H 6.497 -0.929 1.628 0.12 -0.23 -0.14 0.106
H 2.936 0.179 -0.194 0.63 0.10 -0.58 0.074
H 3.344 -1.524 -0.334 0.11 -0.07 -0.25 0.087
H 2.900 -1.829 1.944 -0.05 -0.11 0.46 0.049
H 2.715 -0.174 2.385 -0.01 0.39 -0.29 0.067
H 1.486 -1.060 1.450 -0.03 0.56 -0.78 0.062
H 4.809 1.019 -1.041 0.08 0.69 0.67 0.107
H 5.526 -0.436 -1.334 0.71 -0.18 -0.54 0.107
H 7.596 0.041 0.002 -0.01 0.14 0.16 0.066
H 6.898 1.650 0.482 0.13 -0.19 0.22 0.068
H 7.276 1.291 -1.197 0.19 -0.01 0.01 0.061
C -4.136 -1.690 -4.665 0.10 -0.57 0.52 -0.088
C -2.933 -2.042 -5.522 1.58 0.99 -0.21 -0.261
N -1.890 -2.894 -4.865 -2.29 0.98 -1.15 -0.187
C -2.501 -4.268 -4.843 2.42 2.03 0.80 -0.226
C -1.750 -5.092 -3.804 -1.75 -1.12 -0.90 -0.075
C -0.555 -2.806 -5.511 -0.08 -0.60 1.48 -0.242
C 0.086 -1.422 -5.460 -0.92 0.81 0.01 -0.085
H -4.802 -2.551 -4.731 -0.56 0.39 0.18 0.061
H -4.628 -0.757 -4.936 -0.10 -0.22 -0.49 0.072
H -3.892 -1.554 -3.609 0.36 -0.16 0.03 0.058
H -3.290 -2.473 -6.462 -0.03 -0.36 -0.13 0.112
H -2.419 -1.135 -5.845 -0.06 0.19 0.15 0.095
H -3.527 -4.145 -4.502 -0.03 -0.05 -0.45 0.088
H -2.397 -4.665 -5.855 -0.50 -0.46 -0.01 0.118
H -1.012 -5.705 -4.319 0.38 0.05 0.64 0.072
H -1.437 -4.538 -2.922 0.29 0.06 -0.32 0.058
H -2.593 -5.719 -3.504 0.67 -0.82 0.63 0.051
H -0.508 -3.215 -6.523 -0.13 -0.26 -0.11 0.115
H -0.014 -3.436 -4.802 0.63 -0.34 -0.57 0.089
H 1.157 -1.333 -5.283 0.03 -0.67 -0.05 0.060
H -0.384 -0.870 -4.644 0.04 0.06 0.12 0.061
H -0.130 -0.849 -6.363 0.00 -0.01 -0.08 0.067
C -0.664 1.272 2.599 0.81 -0.37 1.65 -0.063
C -1.396 1.484 3.940 -0.46 -0.41 0.56 -0.233
N -1.420 0.344 4.905 0.20 -0.79 -0.36 -0.171
C -0.080 -0.068 5.328 1.06 -1.43 -0.49 -0.235
C 0.139 -1.521 5.900 -1.16 0.54 -0.16 -0.064
C -2.324 0.548 6.056 1.12 -0.72 -0.72 -0.250
C -1.792 1.551 7.028 -2.02 2.13 1.55 -0.110
H -0.654 2.204 2.037 -0.52 -0.30 -0.40 0.057
H -0.913 0.344 2.084 -0.49 0.40 -0.38 0.062
H 0.386 1.138 2.869 0.18 0.03 -0.14 0.050
H -0.954 2.372 4.400 0.13 0.19 0.12 0.106
H -2.454 1.715 3.805 -0.05 0.09 -0.29 0.097
H 0.527 -0.119 4.424 0.11 0.56 0.03 0.089
H 0.412 0.599 6.039 -0.13 0.47 -0.05 0.105
H -0.019 -2.299 5.154 -0.33 0.15 -0.05 0.039
H 1.145 -1.724 6.266 0.11 0.63 0.09 0.072
H -0.562 -1.679 6.721 0.05 -0.29 0.09 0.058
H -2.489 -0.396 6.580 0.38 -0.25 -0.10 0.106
H -3.338 0.772 5.724 0.18 0.53 -0.30 0.113
H -1.656 2.564 6.643 0.79 -0.24 -0.64 0.072
H -1.062 1.357 7.811 0.36 -0.60 -0.60 0.076
H -2.676 1.830 7.613 -0.17 -0.31 0.53 0.071
C 3.073 -6.269 -4.504 -0.68 -1.33 1.62 -0.100
C 4.355 -5.536 -4.164 -0.07 1.37 -1.41 -0.225
N 4.277 -4.032 -4.319 0.37 -2.28 1.92 -0.186
C 3.389 -3.447 -3.291 -1.04 0.32 -1.78 -0.254
C 3.413 -3.946 -1.884 1.44 -0.19 0.88 -0.098
C 4.113 -3.575 -5.671 0.99 0.76 0.35 -0.260
C 4.611 -2.109 -5.774 -0.35 -0.01 -0.40 -0.084
H 2.828 -6.660 -5.492 0.31 1.10 -0.50 0.072
H 2.227 -5.779 -4.022 -0.28 0.00 -0.39 0.059
H 3.137 -7.237 -3.998 -0.02 -0.08 0.41 0.070
H 4.704 -5.715 -3.149 -0.26 -0.19 -0.04 0.098
H 5.089 -5.978 -4.840 0.55 0.58 0.05 0.107
H 2.345 -3.591 -3.592 -0.36 0.24 -0.42 0.096
H 3.558 -2.370 -3.323 -0.02 0.06 0.21 0.110
H 2.799 -3.327 -1.230 -0.19 0.07 -0.25 0.049
H 4.428 -3.844 -1.494 0.08 -0.14 0.17 0.065
H 3.121 -4.984 -1.721 -0.14 -0.02 -0.31 0.077
H 4.792 -4.209 -6.244 0.09 0.12 -0.18 0.110
H 3.134 -3.733 -6.134 -0.43 0.20 0.21 0.109
H 3.884 -1.326 -5.551 -0.44 -0.28 -0.09 0.052
H 5.416 -1.892 -5.072 0.23 -0.47 -0.11 0.072
H 4.959 -1.927 -6.792 0.07 0.13 0.02 0.064
C -5.656 7.373 -1.847 -0.30 1.34 -0.23 -0.085
C -6.065 5.971 -1.469 0.85 -0.01 -1.61 -0.269
O -5.181 5.392 -0.532 1.98 -0.84 1.24 -0.187
P -3.606 5.072 -0.839 -1.27 0.13 -1.39 0.448
O -2.696 6.224 -0.913 -0.31 -0.15 0.23 -0.224
O -3.665 4.213 -2.216 -0.71 0.52 2.06 -0.184
C -2.444 3.616 -2.644 0.19 0.62 -1.16 -0.280
C -2.756 2.526 -3.633 0.31 0.08 -0.60 -0.062
O -3.233 3.965 0.204 -0.19 -0.65 -0.77 -0.184
C -3.361 4.127 1.608 1.19 0.60 0.19 -0.211
C -2.092 4.890 2.102 -1.29 1.47 -0.05 -0.053
H -5.377 8.051 -1.038 0.13 -0.54 0.49 0.082
H -4.831 7.414 -2.559 0.04 -0.27 0.05 0.075
H -6.480 7.934 -2.292 -0.21 -0.37 -0.33 0.075
H -7.104 5.883 -1.157 0.26 -0.04 0.51 0.122
H -5.906 5.332 -2.340 -0.73 0.16 -0.37 0.108
H -1.955 4.414 -3.206 0.43 -0.04 0.14 0.120
H -1.781 3.303 -1.837 -0.29 -0.08 0.21 0.108
H -1.878 2.478 -4.280 0.16 -0.62 0.10 0.075
H -3.017 1.552 -3.221 0.09 0.08 0.08 0.076
H -3.531 2.852 -4.328 -0.26 0.05 0.26 0.082
H -4.306 4.657 1.736 0.23 0.29 0.68 0.113
H -3.488 3.129 2.026 0.26 0.02 0.01 0.107
H -1.096 4.592 1.777 -0.25 -1.11 0.41 0.058
H -2.086 5.888 1.655 -0.55 0.08 -0.36 0.053
H -2.188 5.182 3.149 0.39 -0.73 0.28 0.079
C 1.762 -6.426 2.400 1.84 0.11 1.39 -0.085
C 0.319 -6.178 2.438 -0.97 0.50 -0.64 -0.280
O 0.017 -5.591 3.722 -0.89 0.09 0.67 -0.204
P -1.512 -5.439 4.247 1.36 1.51 1.38 0.434
O -2.265 -6.655 4.433 -0.44 -1.21 -0.07 -0.212
O -1.340 -4.540 5.620 0.25 -0.20 -2.26 -0.215
C -1.006 -5.027 6.934 -0.35 0.03 -0.10 -0.253
C 0.345 -5.662 7.001 0.57 -1.03 -0.63 -0.075
O -2.200 -4.459 3.205 -0.28 -1.27 0.45 -0.157
C -1.864 -3.109 3.169 -0.27 2.23 0.42 -0.299
C -2.794 -2.286 2.263 1.25 -0.14 0.49 -0.035
H 2.021 -6.968 3.312 0.21 -0.24 -0.10 0.085
H 2.216 -6.941 1.555 -0.55 0.02 -0.20 0.087
H 2.237 -5.450 2.515 0.32 -0.04 -0.15 0.079
H 0.149 -5.393 1.698 -0.78 -0.29 -0.25 0.116
H -0.256 -7.088 2.270 -0.30 0.21 -0.02 0.128
H -0.958 -4.160 7.593 -0.66 0.14 -0.17 0.111
H -1.832 -5.691 7.190 0.24 -0.11 0.42 0.120
H 0.469 -6.335 7.850 -0.20 0.21 0.21 0.083
H 0.462 -6.299 6.122 0.20 -0.05 0.00 0.064
H 1.168 -4.949 7.004 -0.14 0.13 -0.04 0.081
H -1.946 -2.663 4.162 -0.09 -0.22 0.16 0.095
H -0.809 -2.980 2.918 0.04 -0.03 -0.47 0.118
H -3.828 -2.254 2.602 -0.03 -0.57 -0.21 0.083
H -2.444 -1.263 2.408 0.08 0.09 -0.33 0.056
H -2.633 -2.593 1.230 -0.52 0.15 -0.11 0.057
C -5.684 -6.775 2.497 0.35 -0.90 1.23 -0.064
C -4.761 -7.087 1.321 -0.22 0.14 2.19 -0.279
O -5.664 -7.288 0.276 -0.10 0.34 -3.04 -0.199
P -5.392 -6.497 -1.114 -1.08 -0.46 1.74 0.433
O -4.273 -6.946 -1.934 -0.23 0.23 -0.28 -0.203
O -6.846 -6.482 -1.760 1.13 -0.14 0.02 -0.163
C -7.937 -6.164 -0.886 -1.28 0.43 0.03 -0.257
C -8.680 -4.892 -1.336 0.54 -0.54 -0.29 -0.052
O -5.314 -5.020 -0.514 0.71 -1.38 0.56 -0.203
C -4.436 -4.090 -1.073 -1.07 2.54 -0.35 -0.255
C -5.154 -2.757 -0.690 0.84 -0.46 -1.30 -0.036
H -5.206 -6.817 3.478 0.59 0.41 -0.16 0.068
H -6.210 -5.824 2.425 0.05 -0.05 -0.32 0.076
H -6.388 -7.600 2.621 -0.39 0.14 -0.48 0.077
H -4.066 -6.254 1.213 0.04 -0.07 -0.52 0.110
H -4.207 -8.015 1.461 0.11 0.12 0.18 0.127
H -8.523 -7.081 -0.930 -0.47 0.31 0.22 0.124
H -7.667 -5.977 0.153 0.56 -0.35 -0.12 0.102
H -9.194 -5.033 -2.287 -0.06 0.04 0.05 0.076
H -9.376 -4.549 -0.571 -0.12 -0.24 -0.02 0.079
H -7.945 -4.097 -1.456 0.02 0.00 -0.08 0.053
H -3.405 -4.039 -0.718 -0.05 -0.75 0.47 0.102
H -4.395 -4.264 -2.149 0.08 0.36 -0.11 0.102
H -5.058 -2.552 0.375 0.07 0.05 -0.10 0.062
H -4.737 -1.967 -1.316 0.06 0.33 0.38 0.063
H -6.206 -2.847 -0.958 0.01 0.00 0.10 0.059
C 3.432 7.531 2.645 1.19 0.40 0.79 -0.070
C 3.593 8.669 1.636 -0.84 -1.04 1.11 -0.248
O 2.324 9.295 1.623 -2.17 1.26 -0.98 -0.205
P 1.610 9.667 0.239 0.57 -0.10 -1.58 0.455
O 2.442 10.505 -0.665 -1.07 -0.89 0.87 -0.243
O 1.270 8.232 -0.459 -0.29 0.60 0.21 -0.199
C 0.625 7.180 0.307 2.26 0.28 1.64 -0.241
C 1.329 5.858 0.016 -0.60 0.16 -1.14 -0.067
O 0.182 10.260 0.659 2.90 -1.65 1.45 -0.182
C -0.807 10.633 -0.250 -0.86 0.60 -0.73 -0.265
C -1.227 9.581 -1.274 -0.67 -0.13 -0.39 -0.067
H 4.468 7.391 2.963 -0.02 -0.98 0.09 0.077
H 2.943 7.876 3.557 -0.10 0.45 -0.14 0.082
H 2.905 6.606 2.413 0.33 0.06 -0.71 0.057
H 4.274 9.384 2.097 0.28 0.00 -0.55 0.124
H 3.885 8.317 0.648 0.21 0.23 0.01 0.124
H 0.927 7.396 1.335 -0.51 0.06 0.31 0.093
H -0.464 7.160 0.295 0.07 0.06 -0.76 0.091
H 1.053 5.564 -0.998 -0.31 -0.61 0.14 0.074
H 2.416 5.882 -0.062 0.04 0.61 0.45 0.069
H 1.060 5.140 0.791 -0.18 -0.24 -0.26 0.064
H -1.530 10.964 0.496 -0.83 0.06 -0.88 0.124
H -0.421 11.483 -0.817 -0.23 0.24 0.08 0.119
H -0.452 9.491 -2.035 0.15 -0.35 0.22 0.082
H -1.573 8.608 -0.925 0.66 -0.08 0.49 0.049
H -2.115 9.844 -1.854 -0.04 0.88 0.18 0.077
C 5.320 2.568 6.134 -1.47 -1.29 0.29 -0.043
O 5.639 2.914 4.773 -0.36 0.47 -0.10 0.009
C 4.642 2.975 3.872 -1.67 -0.62 -0.76 -0.540
O 3.443 2.826 4.089 1.97 0.44 0.04 0.088
O 5.156 3.132 2.612 0.51 1.22 1.49 -0.016
C 4.193 3.332 1.568 0.03 -1.56 -0.75 -0.036
H 5.157 3.340 6.885 1.10 0.82 -0.59 0.095
H 6.003 1.781 6.448 0.40 0.49 0.01 0.095
H 4.334 2.109 6.244 -0.11 -0.29 -0.88 0.082
H 3.703 4.293 1.417 -0.24 0.07 1.32 0.077
H 3.581 2.439 1.694 -0.92 0.58 -0.51 0.086
H 4.672 3.243 0.591 0.72 -0.41 0.32 0.083
C 0.931 2.120 -0.932 1.74 -0.16 -0.49 -0.033
O 0.151 0.942 -0.805 -1.07 0.87 0.12 -0.014
C 0.321 -0.119 -1.613 1.98 0.91 0.52 -0.619
O 1.286 -0.299 -2.325 -0.82 -0.05 0.05 0.118
O -0.668 -0.917 -1.335 -1.21 -0.46 0.84 0.012
C -0.544 -2.310 -1.568 0.29 -0.23 -1.13 -0.012
H 0.566 2.993 -0.393 -0.80 -0.51 0.12 0.076
H 1.124 2.417 -1.963 -0.36 -0.19 -0.12 0.075
H 1.922 1.919 -0.520 0.08 0.03 0.07 0.077
H -1.273 -2.862 -0.975 -0.08 0.42 0.18 0.078
H 0.460 -2.655 -1.321 0.03 0.02 -0.10 0.092
H -0.777 -2.449 -2.624 0.17 -0.47 0.00 0.070
C 6.538 4.311 -3.089 -0.41 -0.42 0.70 0.003
O 5.472 4.133 -4.056 3.34 0.10 -0.58 0.046
C 4.276 4.260 -3.653 -3.07 -0.02 2.89 -0.628
O 3.925 4.571 -2.506 0.40 -0.49 -1.92 0.075
O 3.459 3.920 -4.660 0.75 -0.68 0.19 0.002
C 2.125 3.543 -4.351 -0.64 1.63 -0.38 -0.041
H 6.402 3.649 -2.232 -0.27 -0.39 -0.24 0.079
H 6.532 5.285 -2.602 0.09 0.32 -0.72 0.100
H 7.462 4.022 -3.582 -0.14 0.44 -0.15 0.099
H 1.794 4.224 -3.566 -0.38 -0.20 0.02 0.082
H 1.902 2.510 -4.085 0.82 -0.17 0.00 0.087
H 1.640 3.791 -5.294 -0.52 -0.20 0.25 0.099
```
Forces are in eV/Å.

The electronic energy comes out at -155655.1168 eV. The SMILES is CCOP(=O)(OCC)OCC.CCOP(=O)(OCC)OCC.CCOP(=O)(OCC)OCC.CCOP(=O)(OCC)OCC.CCN(CC)CC.CCN(CC)CC.CCN(CC)CC.CCN(CC)CC.COC(=O)OC.COC(=O)OC.COC(=O)OC. As for the frontier orbital gap: 0.3084 hartree. The value obtained for the HOMO energy is -0.2921 Ha. The charge is 0. For the LUMO energy, the calculation gives 0.442 eV. For the molar mass, the calculation gives 1403.63 Da.